A structure of composition C3H4BiLiO3 at a distorted geometry, computed with wB97M-V/def2-TZVPD.

```
12
Properties=species:S:1:pos:R:3:forces:R:3:mulliken_spin:R:1
C -1.410718 0.190931 -1.130741 -1.537 -2.911 1.817 0.042
C -1.242375 -1.081917 -0.592791 0.248 3.560 0.323 0.725
H -1.744858 -0.681070 -2.040227 0.242 1.102 0.051 0.017
H -2.420227 0.366262 -0.672446 -0.158 0.545 -0.306 0.108
H -1.727049 -1.244628 0.381313 -0.785 -1.873 -0.344 0.077
O 0.957867 0.669485 1.315938 -1.763 -1.723 -1.033 0.001
C 2.049496 0.191481 0.883095 4.563 -1.541 -2.300 -0.034
O 2.182625 -0.603011 -0.053035 -1.487 0.371 0.912 0.098
O 3.149784 0.645511 1.395425 -0.245 0.009 0.304 0.921
Bi 0.221604 2.114942 2.353544 -1.227 3.477 2.890 -0.975
Li 0.855662 -1.704480 -0.830392 1.576 -0.792 -0.354 0.006
H -0.871815 1.136499 -1.009683 0.573 -0.222 -1.960 0.014
```
Forces are in eV/Å.

Its lowest unoccupied orbital energy (spin up / spin down) is -15.832 / -16.538 eV. The largest force on an atom comes out at 0.10379 hartree/bohr. The net charge is +3. As for the expectation value of S²: 1.760. The value obtained for the orbital gap (spin up / spin down) is 8.40 / 5.23 eV. The spin multiplicity is 2. The calculation puts the highest occupied orbital energy (spin up / spin down) at -24.234 / -21.764 eV.